{"formula": "C2H2FHgO2", "method": "the ωB97M-V functional and the def2-TZVPD basis", "total_charge": -1, "e_tot_ha": -481.103208, "spin_multiplicity": 3, "gap_ev": [6.56, 8.03], "elements": ["H", "O", "C", "C", "O", "Hg", "F", "H"], "positions_angstrom": [[-1.87, 1.05, 0.08], [-3.41, 0.10, -0.27], [-2.31, 0.01, 0.36], [-1.38, -1.05, 0.18], [-0.15, -0.85, -0.07], [1.25, 0.74, -0.85], [2.51, 2.12, -1.50], [-1.80, -2.07, 0.10]], "mulliken_charge": [0.07, -0.57, -0.19, 0.09, -0.61, 0.50, -0.60, 0.32]}